Model A:
Entry from OMol25: a molecular structure, C7H9NO (ωB97M-V with the def2-TZVPD basis set).

The molar mass comes out at 123.155 u. For the LUMO energy, the calculation gives 0.69 eV. Its net charge is 0.

Cartesian coordinates (Å):
N (-0.9804, -0.1495, 2.5699)
C (-0.4254, -0.0470, 1.5432)
C (-0.0819, 0.3245, 0.1743)
C (-0.2373, -0.6720, -1.0245)
C (-0.1139, 0.6562, -1.8301)
C (-0.9512, 1.3030, -0.6843)
C (1.2961, 1.0959, -1.4266)
C (1.3274, 0.8827, -0.1063)
H (0.5557, -1.4196, -1.1456)
H (-1.2341, -1.1286, -1.0765)
H (-0.4121, 0.7280, -2.8806)
H (-2.0130, 1.0261, -0.7086)
H (-0.8175, 2.3746, -0.4929)
H (2.0641, 1.5035, -2.0812)
H (2.1113, 1.0506, 0.6283)
O (0.3086, -2.6517, 2.9984)
H (-0.3720, -2.0036, 3.4203)
H (-0.0246, -2.8729, 2.1230)

Model B:
Entry from OMol25: C7H9NO in the gas phase (ωB97M-V with the def2-TZVPD basis set).

The molar mass comes out at 123.155 u. Its SMILES is COc1ccccc1N. For the LUMO energy, the calculation gives 0.82 eV. Its net charge is 0.

Cartesian coordinates (Å):
C (-2.5897, -0.5513, 0.0262)
C (-0.4427, 0.0631, -0.0868)
C (0.0900, -1.2641, -0.1347)
C (1.5388, -1.5114, 0.0094)
C (2.3376, -0.5443, 0.0200)
C (1.9111, 0.8266, -0.0561)
C (0.5175, 1.2093, -0.1074)
H (-2.8669, -1.5033, -0.8351)
H (-3.8122, -0.1305, 0.3128)
H (-2.4253, -1.2801, 1.0749)
H (-0.5833, -1.9575, -0.1570)
H (1.6838, -2.4373, -0.3484)
H (3.5777, -0.8838, 0.1363)
H (2.8384, 1.5760, -0.0382)
H (0.8307, 3.0588, 0.3678)
H (-0.9308, 2.4732, 0.0568)
N (0.0411, 2.4274, -0.1014)
O (-1.7158, 0.4293, -0.1391)

Which is most stable, and by how much? model A, by 2.506 eV.

Model A:
Entry from OMol25: 2 unconnected molecules or ions with the total composition C4H10S (ωB97M-V with the def2-TZVPD basis set).

The molar mass comes out at 90.191 u. Its SMILES is C=CC.CS. For the LUMO energy, the calculation gives 1.03 eV. Its net charge is 0.

Cartesian coordinates (Å):
C (-0.6685, 4.4647, -2.4049)
S (0.3844, 4.4454, -3.8136)
H (-1.4711, 3.7406, -2.5588)
H (-0.2107, 4.0705, -1.4948)
H (-1.1301, 5.4290, -2.2224)
H (1.2346, 5.4585, -3.5499)
C (-0.7277, -3.0976, 1.0946)
C (0.3714, -3.4942, 2.0536)
C (1.3308, -2.7153, 2.5189)
H (-1.6568, -3.0567, 1.6597)
H (-0.5128, -2.1479, 0.6018)
H (-0.7601, -3.8097, 0.2711)
H (0.2392, -4.5361, 2.3338)
H (2.1184, -3.0987, 3.1553)
H (1.4590, -1.6525, 2.3554)

Model B:
Entry from OMol25: C4H10S in the gas phase (ωB97M-V with the def2-TZVPD basis set).

The molar mass comes out at 90.191 u. Its SMILES is CCCSC. For the LUMO energy, the calculation gives 1.03 eV. Its net charge is 0.

Cartesian coordinates (Å):
C (-2.0532, -0.8099, 0.0259)
C (-1.0007, 0.2362, 0.3794)
C (-0.0312, 0.4887, -0.7389)
S (1.3019, -1.0857, -0.4587)
C (2.5053, 0.2917, 0.3648)
H (-2.9655, -0.7730, 0.6132)
H (-1.5582, -1.7840, 0.0416)
H (-2.3508, -0.7177, -1.0234)
H (-1.5562, 1.1485, 0.6474)
H (-0.3947, -0.0861, 1.2253)
H (-0.3707, 0.3070, -1.7558)
H (0.6756, 1.3048, -0.6935)
H (3.3454, -0.0921, 0.9267)
H (1.7304, 0.7202, 0.9801)
H (2.7226, 0.8511, -0.5341)

Which is most stable, and by how much? model A, by 0.108 eV.

Model A:
Entry from OMol25: 2 unconnected molecules or ions with the total composition C4H10S (ωB97M-V with the def2-TZVPD basis set).

The molar mass comes out at 90.191 u. Its SMILES is C=C.CCS. For the LUMO energy, the calculation gives 0.87 eV. Its net charge is 0.

Cartesian coordinates (Å):
C (1.4907, 2.3044, 0.9807)
C (1.2121, 2.7044, -0.2804)
H (2.3334, 1.6318, 1.1353)
H (0.5703, 2.2063, 1.6283)
H (1.8703, 2.3474, -1.0744)
H (0.3252, 3.2073, -0.4030)
C (-2.2955, -1.0546, -0.5539)
C (-1.0160, -0.6476, 0.1891)
S (0.5039, -1.4287, -0.2256)
H (-2.5637, -0.5077, -1.4673)
H (-2.2881, -2.0984, -0.8362)
H (-3.1603, -1.0574, 0.2340)
H (-1.2409, -0.9425, 1.2455)
H (-0.7515, 0.3763, 0.2848)
H (0.4952, -2.1440, 0.8489)

Model B:
Entry from OMol25: C4H10S in the gas phase (ωB97M-V with the def2-TZVPD basis set).

The molar mass comes out at 90.191 u. Its SMILES is CCSCC. For the LUMO energy, the calculation gives 1.09 eV. Its net charge is 0.

Cartesian coordinates (Å):
C (2.3449, 0.5203, -0.2868)
C (1.1119, 0.3081, 0.5692)
C (-1.6760, -0.3696, 0.1520)
C (-1.9097, 1.0874, -0.1951)
H (2.9786, -0.3941, -0.4048)
H (2.2234, 0.9263, -1.3187)
H (3.0161, 1.1569, 0.3232)
H (0.6775, 1.2993, 0.8079)
H (1.4306, -0.1686, 1.5207)
H (-1.9403, -0.4935, 1.2029)
H (-2.2731, -0.9927, -0.4992)
H (-1.4113, 1.7897, 0.4608)
H (-1.6447, 1.3202, -1.2047)
H (-2.9575, 1.1954, 0.0210)
S (0.0421, -0.9322, -0.1466)

Which is most stable, and by how much? model B, by 1.701 eV.

Model A:
Entry from OMol25: 3 unconnected molecules or ions with the total composition C4H4N2O (ωB97M-V with the def2-TZVPD basis set).

The molar mass comes out at 96.089 u. Its SMILES is N=C=O.C#C.C#N. For the LUMO energy, the calculation gives 0.39 eV. Its net charge is 0.

Cartesian coordinates (Å):
N (2.2609, 0.4493, -0.0396)
C (1.5554, 1.4249, -0.2467)
C (0.3320, -2.1267, 0.2545)
N (-0.5130, -2.9057, 0.3616)
C (-2.3537, -0.1369, 0.0285)
C (-2.0787, 1.0276, -0.0959)
O (0.7874, 2.2790, -0.4502)
H (3.2593, 0.5232, 0.0878)
H (1.1050, -1.3809, 0.1515)
H (-2.5762, -1.1772, 0.1406)
H (-1.8299, 2.0606, -0.2085)

Model B:
Entry from OMol25: C4H4N2O in the gas phase (ωB97M-V with the def2-TZVPD basis set).

The molar mass comes out at 96.089 u. Its SMILES is [H]/N=C/N=C=CC=O. For the LUMO energy, the calculation gives 0.30 eV. Its net charge is 0.

Cartesian coordinates (Å):
O (-2.5100, -0.8672, -0.0275)
C (-2.3152, 0.3228, -0.0694)
C (-1.0485, 1.0286, 0.2418)
C (0.1624, 0.7208, -0.1538)
N (1.3028, 0.5861, -0.5727)
C (2.0476, -0.5258, -0.1209)
N (1.4065, -1.5809, 0.1553)
H (-3.1202, 1.0273, -0.3475)
H (-1.0911, 2.0251, 0.6599)
H (3.1332, -0.3896, -0.1509)
H (2.0324, -2.3470, 0.3857)

Model C:
Entry from OMol25: C4H4N2O in the gas phase (ωB97M-V with the def2-TZVPD basis set).

The molar mass comes out at 96.089 u. For the LUMO energy, the calculation gives -0.25 eV. Its net charge is 0.

Cartesian coordinates (Å):
N (-2.1880, 0.8771, -0.3829)
C (-1.0260, 0.4100, -0.2331)
C (-0.1519, 0.8308, 0.8856)
N (0.9782, 0.3089, 1.1602)
C (1.3663, -0.7687, 0.2854)
C (0.6273, -1.2503, -0.8551)
O (-0.4671, -0.5059, -1.1338)
H (-2.6343, 0.4920, -1.2208)
H (-0.5217, 1.6674, 1.4816)
H (2.0398, -1.4783, 0.7523)
H (1.9930, -0.5149, -0.6787)

Model D:
Entry from OMol25: C4H4N2O in the gas phase (ωB97M-V with the def2-TZVPD basis set).

The molar mass comes out at 96.089 u. Its SMILES is [H]/N=c1/cccno1. For the LUMO energy, the calculation gives -0.12 eV. Its net charge is 0.

Cartesian coordinates (Å):
N (2.3133, -0.1166, -0.4260)
C (1.1414, 0.0182, 0.0216)
C (0.1668, -1.0646, 0.1517)
C (-1.1251, -0.7258, 0.0676)
C (-1.4501, 0.6867, -0.0162)
N (-0.6200, 1.6401, 0.2042)
O (0.6923, 1.2668, 0.4226)
H (2.7412, 0.8087, -0.5006)
H (0.5259, -2.0850, 0.2373)
H (-1.9292, -1.4543, 0.0733)
H (-2.4566, 1.0258, -0.2356)

Which is most stable, and by how much? model D, by 0.127 eV.

Model A:
Entry from OMol25: C4H4N2O in the gas phase (ωB97M-V with the def2-TZVPD basis set).

The molar mass comes out at 96.089 u. For the LUMO energy, the calculation gives -0.48 eV. Its net charge is 0.

Cartesian coordinates (Å):
O (-0.6866, 1.0391, 2.2199)
C (-0.4410, 0.6755, 1.0973)
C (-1.1520, -0.4140, 0.3249)
C (-0.2561, -1.4025, -0.4051)
N (0.8513, -0.7685, -0.8129)
C (1.1581, 0.5891, -0.5452)
N (0.5897, 1.3023, 0.3376)
H (-1.9473, -0.8913, 0.9052)
H (-1.6377, 0.0900, -0.5408)
H (1.5309, -1.2773, -1.3780)
H (1.9304, 1.0264, -1.1814)

Model B:
Entry from OMol25: C4H4N2O in the gas phase (ωB97M-V with the def2-TZVPD basis set).

The molar mass comes out at 96.089 u. Its SMILES is O=CC1n2ccn21. For the LUMO energy, the calculation gives 0.15 eV. Its net charge is 0.

Cartesian coordinates (Å):
C (1.1619, 0.5866, -0.2695)
C (1.3886, -0.6631, 0.0919)
C (-2.4626, -0.2195, -0.3245)
C (-1.0515, 0.0849, 0.1361)
N (-0.0895, 0.3992, -0.8277)
N (0.0025, -1.0343, -0.4190)
O (-3.5004, 0.0838, 0.1684)
H (1.7966, 1.5377, -0.3201)
H (2.1407, -1.2539, 0.5063)
H (-2.5364, -0.9004, -1.2901)
H (-0.9544, 0.3036, 1.2298)

Model C:
Entry from OMol25: C4H4N2O in the gas phase (ωB97M-V with the def2-TZVPD basis set).

The molar mass comes out at 96.089 u. Its SMILES is N#CCOC=C=N. For the LUMO energy, the calculation gives 0.44 eV. Its net charge is 0.

Cartesian coordinates (Å):
N (2.2517, 1.2743, 0.7171)
C (1.7278, 0.3045, 0.1561)
C (1.0143, -0.4782, -0.6093)
O (0.0424, -1.3539, -0.1272)
C (-1.2561, -0.7958, -0.1843)
C (-1.3816, 0.3291, 0.7641)
N (-1.3987, 1.2149, 1.5090)
H (1.0833, -0.3011, -1.6650)
H (1.4019, 1.7989, 0.4934)
H (-1.5296, -0.4198, -1.1773)
H (-1.9553, -1.5728, 0.1233)

Which is most stable, and by how much? model A, by 1.072 eV.

Model A:
Entry from OMol25: a molecular structure, C34H31KN10PS3SbSe4 (ωB97M-V with the def2-TZVPD basis set).

The molar mass comes out at 1183.565 u. For the LUMO energy, the calculation gives 2.59 eV. Its net charge is -2.

Cartesian coordinates (Å):
K (-1.1466, -0.6588, -1.7534)
N (0.5667, 1.0517, -4.9329)
C (1.7872, 0.5598, -4.5154)
C (2.7590, -0.1925, -5.1637)
C (3.8783, -0.5348, -4.4283)
C (4.0260, -0.1386, -3.0926)
C (3.0468, 0.5929, -2.4496)
C (1.9045, 0.9321, -3.1729)
N (0.7418, 1.5657, -2.7408)
C (-0.0116, 1.5982, -3.8183)
C (-1.3919, 2.0725, -3.8519)
C (-2.1236, 2.3483, -4.9689)
S (-3.7683, 2.4765, -4.5612)
C (-3.3671, 2.2207, -2.9183)
N (-2.1051, 2.0475, -2.6820)
H (-0.0104, 0.5641, -5.6117)
H (2.6314, -0.5229, -6.1861)
H (4.6497, -1.1394, -4.8890)
H (4.9115, -0.4412, -2.5467)
H (3.1367, 0.8645, -1.4053)
H (-1.8018, 2.3651, -5.9961)
H (-4.1271, 2.1946, -2.1507)
N (0.1477, -3.5699, -4.1714)
C (0.7643, -3.5753, -2.9865)
N (1.0734, -2.5211, -2.2737)
C (1.7851, -2.8779, -1.1551)
C (2.0469, -4.1955, -0.9889)
S (1.3521, -5.0884, -2.2914)
C (2.1364, -1.8355, -0.1864)
C (3.2723, -1.7782, 0.5519)
S (3.2426, -0.3841, 1.5726)
C (1.7046, 0.0416, 0.8911)
N (1.2554, -0.7871, 0.0108)
N (0.9935, 1.1540, 1.3260)
H (-0.2601, -2.6654, -4.4402)
H (-0.4796, -4.3377, -4.4226)
H (2.4881, -4.6767, -0.1331)
H (4.1216, -2.4388, 0.5212)
H (1.5303, 2.0104, 1.2860)
H (0.1400, 1.2458, 0.7811)
C (-3.5120, -1.9427, 1.8713)
P (-1.9010, -1.0776, 1.9167)
C (-1.9569, -0.3864, 3.6297)
C (-0.7643, -2.4840, 2.1976)
C (-0.9244, -3.6377, 1.4231)
C (-0.0612, -4.7110, 1.5781)
C (0.9881, -4.6441, 2.4857)
C (1.1762, -3.4905, 3.2305)
C (0.3027, -2.4194, 3.0901)
H (-3.6107, -2.6606, 2.6896)
H (-3.6174, -2.4511, 0.9102)
H (-4.3173, -1.2077, 1.9210)
H (-2.1082, -1.1541, 4.3920)
H (-2.7869, 0.3235, 3.6778)
H (-1.0306, 0.1498, 3.8418)
H (-1.7047, -3.7028, 0.6707)
H (-0.2026, -5.5891, 0.9602)
H (1.6672, -5.4817, 2.5974)
H (2.0062, -3.4175, 3.9242)
H (0.4709, -1.5269, 3.6812)
N (1.7769, 5.1437, 8.2415)
C (1.3485, 4.9050, 7.2016)
C (0.8165, 4.6123, 5.8995)
C (0.5945, 3.2899, 5.5196)
C (0.0885, 3.0123, 4.2633)
C (-0.2184, 4.0595, 3.3973)
C (0.0075, 5.3800, 3.7740)
C (0.5313, 5.6569, 5.0226)
N (-0.7545, 3.7714, 2.1316)
C (-0.4656, 4.3895, 0.9272)
C (-1.1391, 3.6859, -0.0208)
N (-1.8568, 2.6583, 0.5595)
C (-1.6002, 2.7382, 1.8340)
H (0.8354, 2.4846, 6.1994)
H (-0.0368, 1.9904, 3.9304)
H (-0.2482, 6.1820, 3.0953)
H (0.7065, 6.6792, 5.3274)
H (0.2234, 5.2133, 0.8633)
H (-1.1278, 3.8058, -1.0908)
H (-1.9814, 2.0779, 2.5979)
Se (-2.8913, -4.9357, -5.2407)
Sb (-3.4983, -2.8192, -4.1189)
Se (-1.9051, -1.0044, -4.9258)
Se (-5.7450, -1.8778, -4.4578)
Se (-3.0739, -3.1341, -1.6751)

Model B:
Entry from OMol25: a molecular structure, C34H31KN10PS3SbSe4 (ωB97M-V with the def2-TZVPD basis set).

The molar mass comes out at 1183.565 u. For the LUMO energy, the calculation gives 2.90 eV. Its net charge is -2.

Cartesian coordinates (Å):
K (0.7816, 0.9385, -0.2725)
N (-2.3411, 3.2091, 2.6626)
C (-1.1581, 3.8429, 3.0117)
C (-0.7277, 4.4607, 4.1823)
C (0.5473, 4.9941, 4.1570)
C (1.3605, 4.9173, 3.0148)
C (0.9207, 4.3083, 1.8564)
C (-0.3672, 3.7705, 1.8642)
N (-1.0559, 3.0905, 0.8582)
C (-2.2120, 2.7800, 1.3739)
C (-3.2477, 2.0189, 0.6657)
C (-4.4471, 1.6249, 1.1607)
S (-5.2421, 0.6273, 0.0287)
C (-3.9120, 0.8215, -1.0533)
N (-2.9629, 1.5699, -0.6060)
H (-3.1022, 3.0008, 3.2798)
H (-1.3440, 4.4994, 5.0726)
H (0.9408, 5.4639, 5.0513)
H (2.3745, 5.2934, 3.0593)
H (1.5618, 4.2062, 0.9887)
H (-4.8885, 1.8315, 2.1268)
H (-3.8961, 0.3200, -2.0176)
N (4.6846, -0.2087, -1.6277)
C (4.3061, 0.9037, -2.2526)
N (3.0675, 1.3341, -2.3777)
C (3.0139, 2.4559, -3.1776)
C (4.1902, 2.9202, -3.6596)
S (5.4793, 1.9105, -3.1085)
C (1.7244, 3.1153, -3.4235)
C (1.3684, 3.6726, -4.6036)
S (-0.1821, 4.4272, -4.4581)
C (-0.2487, 3.8955, -2.7882)
N (0.7927, 3.2196, -2.3972)
N (-1.2939, 4.2430, -1.9869)
H (3.9511, -0.6585, -1.0436)
H (5.5851, -0.2135, -1.1402)
H (4.3701, 3.8180, -4.2362)
H (1.9032, 3.6658, -5.5412)
H (-2.1744, 4.4338, -2.4278)
H (-1.3176, 3.7443, -1.1023)
C (0.8586, -1.2691, -2.6901)
P (-0.8417, -0.5388, -2.7311)
C (-0.7067, 0.3801, -4.3252)
C (-1.7395, -2.0587, -3.2604)
C (-2.1106, -2.3563, -4.5712)
C (-2.7348, -3.5629, -4.8776)
C (-2.9975, -4.4896, -3.8779)
C (-2.6505, -4.1968, -2.5627)
C (-2.0397, -2.9890, -2.2560)
H (1.0124, -1.9372, -3.5369)
H (1.0095, -1.8167, -1.7569)
H (1.5931, -0.4582, -2.7210)
H (-0.2493, -0.2163, -5.1190)
H (-0.0681, 1.2475, -4.1389)
H (-1.6831, 0.7462, -4.6532)
H (-1.9118, -1.6472, -5.3669)
H (-3.0076, -3.7817, -5.9046)
H (-3.4737, -5.4318, -4.1198)
H (-2.8608, -4.9116, -1.7732)
H (-1.7951, -2.7411, -1.2256)
N (2.4178, -7.2960, 6.3190)
C (1.9471, -6.4512, 5.6926)
C (1.3078, -5.4189, 4.9029)
C (2.0426, -4.6076, 4.0422)
C (1.4002, -3.6434, 3.2767)
C (0.0293, -3.4958, 3.3941)
C (-0.7139, -4.2902, 4.2655)
C (-0.0771, -5.2533, 5.0193)
N (-0.6453, -2.4957, 2.6302)
C (-1.4963, -1.5319, 3.1331)
C (-1.8727, -0.7862, 2.0587)
N (-1.2784, -1.2593, 0.8998)
C (-0.5444, -2.2796, 1.2887)
H (3.1220, -4.6819, 3.9913)
H (1.9724, -2.9835, 2.6175)
H (-1.7880, -4.1547, 4.3342)
H (-0.6379, -5.8903, 5.6901)
H (-1.6954, -1.4471, 4.1905)
H (-2.5218, 0.0750, 2.0485)
H (0.0892, -2.8922, 0.6636)
Se (6.1767, -0.0523, 1.8163)
Sb (3.7913, -0.2685, 2.4596)
Se (2.5311, -1.4729, 0.6212)
Se (3.4663, -1.5543, 4.5385)
Se (2.5719, 1.8928, 2.4615)

Which is most stable, and by how much? model A, by 0.414 eV.